The following is a DFT calculation (ωB97M-V/def2-TZVPD) of a 13-piece molecular cluster, C22H17Cl48N4 overall at a distorted geometry.

The charge is +1. The spin multiplicity is 1. Its HOMO energy is -12.56 eV.

Geometry as XYZ:
```
91
Properties=species:S:1:pos:R:3:forces:R:3
C 5.765712 1.595640 -0.710052 -0.74 -0.24 -0.04
C 4.322591 1.542206 -1.250134 0.30 -0.06 0.44
C 3.755806 0.159053 -0.939590 0.36 0.09 -0.77
N 2.381286 -0.003449 -1.456478 0.20 -0.23 0.16
C 1.301097 0.198198 -0.757987 -0.35 0.89 0.52
N 1.478340 0.637757 0.562760 0.30 0.25 -0.57
N 0.037355 0.073872 -1.245303 0.60 -2.53 0.87
C -0.097643 -0.917283 -2.362670 -0.45 1.52 -1.25
C -0.864670 -0.419419 -0.156438 0.61 1.49 -1.08
C -0.574870 -1.652076 0.404548 -0.08 -0.66 0.50
C -1.421255 -2.156384 1.385525 -0.38 0.90 -0.23
C -2.507605 -1.332723 1.696852 0.47 -0.86 0.21
C -2.636939 -0.118754 1.073295 -1.55 0.74 -0.16
N -1.846788 0.411014 0.125038 0.23 -1.67 0.52
H 5.717916 1.686975 0.377246 0.23 0.06 -0.06
H 6.257103 0.647623 -0.945489 0.26 0.22 -0.04
H 6.320950 2.428262 -1.132963 0.07 -0.05 0.07
H 4.297721 1.706301 -2.331911 -0.02 0.02 0.07
H 3.716404 2.311275 -0.764239 -0.04 -0.03 -0.14
H 3.828839 -0.123173 0.107648 -0.28 0.25 0.04
H 4.364641 -0.569194 -1.484547 -0.16 -0.04 0.01
H 2.310285 -0.287375 -2.422945 -0.19 -0.13 0.07
H 1.454556 -0.129928 1.222891 0.02 0.13 0.15
H 0.811409 1.364885 0.798729 -0.19 -0.24 0.20
H 0.581520 -1.768975 -2.281737 -0.16 -0.02 0.22
H 0.068643 -0.384650 -3.309513 0.16 -0.30 0.25
H -1.151463 -1.201103 -2.398724 0.45 -0.24 0.07
H 0.294498 -2.214178 0.084782 -0.04 0.05 -0.07
H -1.289932 -3.105544 1.896002 0.17 0.22 -0.35
H -3.244000 -1.646446 2.426886 0.03 0.11 -0.01
H -3.482728 0.494115 1.366232 0.00 -0.05 -0.23
C 1.083035 2.030265 -5.876675 -0.22 0.24 -0.28
Cl 1.815329 1.024416 -4.598033 0.11 0.08 -0.10
Cl 1.326432 3.733045 -5.494750 -0.04 -0.09 0.04
Cl 1.846724 1.648329 -7.421712 -0.10 -0.04 0.10
Cl -0.641625 1.689138 -5.964678 0.09 -0.25 0.33
C -1.624056 3.354426 3.526215 -0.01 0.11 0.18
Cl -2.310086 4.617514 2.508155 0.04 0.00 0.02
Cl 0.100813 3.652086 3.775598 -0.06 0.02 -0.13
Cl -2.446853 3.329942 5.087914 0.05 -0.02 -0.05
Cl -1.849604 1.786523 2.724258 0.35 0.65 0.59
C -2.964258 4.078856 -8.018880 -0.01 0.06 -0.03
Cl -2.665796 4.870520 -6.464852 0.00 -0.02 -0.02
Cl -1.456353 3.376296 -8.617343 -0.06 0.17 -0.27
Cl -4.161858 2.795336 -7.804280 0.03 0.01 0.02
Cl -3.567639 5.263256 -9.178274 0.02 -0.05 0.05
C -1.709338 -6.448801 2.193732 -0.02 -0.17 0.15
Cl -3.249188 -6.823727 2.963476 0.05 0.05 -0.03
Cl -0.881792 -5.182489 3.131889 0.02 -0.20 0.10
Cl -0.703350 -7.893670 2.137465 0.01 0.11 -0.01
Cl -1.998397 -5.858550 0.553877 -0.21 0.06 -0.05
C 2.714888 4.490912 6.958610 -0.05 0.05 0.14
Cl 3.065608 6.212923 7.116694 0.00 -0.07 -0.04
Cl 0.998836 4.202315 7.258415 0.08 0.27 0.09
Cl 3.121905 3.953417 5.316050 0.04 -0.01 -0.01
Cl 3.679017 3.579841 8.123194 -0.03 0.00 -0.05
C 6.166528 3.280480 -5.521416 0.07 0.03 -0.09
Cl 7.438184 2.127698 -5.933967 -0.05 0.02 0.04
Cl 6.398264 3.847811 -3.860838 -0.02 -0.01 0.00
Cl 6.230103 4.653973 -6.625121 -0.02 -0.04 0.04
Cl 4.586966 2.489532 -5.657489 0.29 0.02 0.06
C 2.595675 -4.703207 -0.659286 -0.01 -0.25 -0.01
Cl 2.933475 -2.961278 -0.537524 0.17 0.05 -0.02
Cl 0.896350 -4.950842 -0.238921 0.14 -0.12 0.01
Cl 2.878721 -5.247838 -2.312123 -0.01 0.11 0.03
Cl 3.642644 -5.585006 0.443044 -0.09 0.09 -0.05
C -4.016980 -3.318433 -2.585995 -0.13 -0.07 -0.06
Cl -5.557757 -3.827124 -1.897728 0.09 0.03 0.00
Cl -3.319298 -2.039127 -1.577977 -0.31 -0.06 0.01
Cl -2.901839 -4.693611 -2.635496 0.02 0.04 -0.01
Cl -4.267645 -2.704226 -4.221097 0.04 -0.01 0.06
C -5.886979 4.540685 0.056147 -0.03 -0.02 -0.01
Cl -5.037774 3.071256 0.563343 0.13 0.11 -0.08
Cl -4.748430 5.894451 0.009959 -0.03 -0.06 0.02
Cl -6.573346 4.295460 -1.551270 0.01 -0.02 0.05
Cl -7.185080 4.904105 1.202144 0.11 0.07 -0.03
C -0.532016 0.316847 7.224724 0.05 -0.01 0.03
Cl 0.348884 -0.745705 8.325148 -0.03 0.02 -0.04
Cl 0.610230 1.148719 6.164151 -0.06 -0.28 -0.07
Cl -1.651531 -0.643332 6.243784 -0.01 0.02 -0.01
Cl -1.443573 1.507758 8.159599 0.02 -0.04 -0.02
C -7.699612 -0.009500 1.070073 -0.19 0.07 -0.01
Cl -6.075570 -0.536536 1.555761 0.00 -0.02 0.00
Cl -7.864916 -0.175980 -0.680925 0.06 0.00 0.03
Cl -8.904235 -1.017113 1.875352 0.07 0.01 -0.02
Cl -7.932098 1.679145 1.525853 -0.12 -0.24 0.02
C 3.881127 -7.063020 4.115891 0.03 -0.02 0.06
Cl 5.233968 -5.930422 3.990004 -0.03 -0.02 -0.02
Cl 2.366724 -6.205070 3.797430 -0.03 -0.03 0.03
Cl 4.081863 -8.353440 2.924009 -0.01 0.04 0.00
Cl 3.837765 -7.755733 5.736961 0.00 0.03 -0.07
```
Positions in Å, forces in eV/Å.